[1]
{"formula": "C31H32N4O4", "method": "ωB97M-V/def2-TZVPD", "smiles": "CC(C)C[C@H](NC(=O)c1nc[nH]c1C(=O)NC(c1ccccc1)c1ccccc1)C(=O)OCc1ccccc1", "relative_energy_ev": 0.103, "elements": ["H", "H", "C", "C", "C", "H", "C", "H", "H", "C", "C", "H", "H", "H", "H", "C", "O", "H", "H", "H", "C", "H", "H", "C", "C", "H", "H", "H", "H", "C", "N", "C", "H", "C", "H", "C", "H", "H", "C", "C", "H", "C", "O", "C", "H", "H", "H", "C", "N", "C", "H", "C", "N", "O", "N", "C", "C", "H", "C", "C", "H", "C", "C", "H", "C", "H", "H", "O", "C", "C", "C"], "positions_angstrom": [[-0.89, 1.35, 1.50], [4.61, 2.06, -1.64], [-2.90, 4.80, 2.37], [-0.29, 1.45, 3.43], [3.62, 1.63, -1.46], [2.61, -1.00, 0.06], [2.43, -5.39, -2.62], [2.78, -3.13, -5.12], [-4.88, 2.44, 3.67], [-5.93, 0.96, 2.54], [3.12, 0.94, -2.72], [-1.94, 4.74, -1.35], [2.56, 2.76, -3.75], [3.15, -4.99, -1.93], [1.05, 1.25, -2.15], [1.80, -6.60, -2.35], [3.25, -2.43, -1.56], [0.37, -8.04, -3.03], [-0.18, -6.79, -5.08], [2.95, 2.44, -1.18], [1.48, 0.17, 1.88], [-2.71, 6.84, -0.31], [1.27, 0.22, -3.57], [1.17, -5.20, -4.66], [-3.59, 1.48, 2.25], [-6.87, 1.14, 3.05], [-6.72, -0.57, 1.27], [-2.59, 0.34, 0.73], [-4.57, -0.96, 0.12], [2.12, -4.69, -3.78], [1.77, -0.58, -0.32], [0.95, 0.73, 3.03], [3.79, -3.34, -3.65], [-4.64, -0.21, 0.90], [3.80, -0.44, 3.96], [-4.81, 1.70, 2.89], [2.90, 1.40, -4.83], [0.93, -4.65, -5.55], [-5.85, 0.01, 1.54], [0.55, -6.40, -4.39], [2.04, -7.14, -1.45], [-2.21, 4.76, -0.30], [2.02, -2.29, -3.44], [-2.47, 3.62, 1.80], [-1.79, 2.69, -0.01], [-2.46, 2.60, 3.69], [-3.33, 6.88, 2.08], [-2.65, 5.94, 0.28], [2.71, -0.36, 2.16], [-2.13, 3.60, 0.45], [3.70, 0.94, -0.62], [-2.41, 2.34, 2.62], [1.89, 0.51, 4.00], [-0.11, 0.57, 0.15], [-1.15, 1.66, 2.43], [-2.99, 5.96, 1.62], [1.47, -0.80, -1.71], [3.76, 0.07, -2.93], [1.67, 0.46, -2.58], [0.96, 0.08, 0.51], [-3.16, 4.82, 3.42], [2.77, -3.36, -4.05], [3.21, 1.90, -3.91], [4.23, 2.25, -4.04], [0.86, -7.10, -3.23], [1.76, 0.82, 4.95], [0.42, -1.11, -1.80], [-0.44, 1.78, 4.60], [2.36, -1.94, -2.21], [-3.52, 0.53, 1.24], [2.92, -0.14, 3.43]], "lowdin_charge": [0.077, 0.078, -0.032, -0.416, -0.061, 0.124, -0.030, 0.132, 0.114, -0.083, -0.416, 0.102, 0.083, 0.111, 0.122, -0.075, 0.124, 0.102, 0.102, 0.087, -0.129, 0.099, 0.120, -0.038, -0.159, 0.101, 0.099, 0.096, 0.102, -0.199, 0.118, -0.073, 0.132, -0.078, 0.123, -0.031, 0.075, 0.113, -0.096, -0.082, 0.104, -0.077, 0.034, -0.161, 0.104, 0.146, 0.101, -0.095, 0.117, -0.021, 0.063, -0.209, 0.136, 0.033, 0.142, -0.084, -0.187, 0.133, -0.110, -0.395, 0.113, -0.097, -0.077, 0.076, -0.088, 0.164, 0.168, 0.056, -0.453, -0.024, -0.155]}


[2]
{"formula": "C31H32O2P", "method": "ωB97M-V/def2-TZVPD", "total_charge": 1, "relative_energy_ev": 1.459, "elements": ["H", "H", "C", "C", "C", "C", "H", "O", "H", "C", "C", "C", "H", "H", "C", "H", "C", "C", "C", "O", "C", "C", "C", "H", "H", "C", "H", "P", "H", "H", "H", "H", "C", "H", "H", "H", "H", "H", "C", "C", "C", "H", "H", "C", "C", "H", "H", "C", "H", "C", "C", "H", "H", "C", "H", "C", "C", "C", "C", "H", "H", "C", "H", "H", "H", "C"], "positions_angstrom": [[-0.61, -3.09, -4.29], [-3.15, -0.80, 4.33], [-0.84, 1.78, -2.63], [0.72, -0.46, 4.48], [-0.09, -3.56, -3.45], [1.55, 1.20, -1.06], [5.40, 1.68, -0.71], [0.60, -1.13, -3.13], [2.89, -2.47, 3.55], [-0.48, -0.85, -1.03], [-1.84, 3.21, -4.86], [-1.00, 2.66, 2.44], [-2.98, 1.08, -0.50], [-2.23, 3.76, -5.72], [3.64, 2.14, -1.87], [-1.19, 4.99, -3.81], [0.46, -3.36, 1.96], [2.26, 1.96, -2.01], [-2.06, -0.72, 4.37], [-0.47, -2.91, -2.21], [-1.03, 1.63, 0.25], [2.26, 0.58, -0.01], [-1.93, 1.82, -4.81], [1.00, -3.46, -3.59], [-0.61, -3.34, 1.75], [-0.47, -5.02, -3.34], [0.65, -4.26, 2.56], [-0.22, 0.86, -1.18], [-0.32, 3.74, -1.85], [0.14, -5.53, -2.58], [-1.52, -5.15, -3.08], [-2.38, 1.27, -5.64], [-3.10, 1.96, 1.47], [-1.50, 0.02, -3.68], [1.80, -0.38, 4.56], [-2.91, 2.87, 3.42], [-0.44, 3.09, 3.27], [0.99, -3.49, 1.01], [0.96, -2.15, 2.67], [-0.77, 3.19, -2.68], [4.33, 1.54, -0.81], [-4.18, 1.86, 1.52], [1.73, 2.40, -2.85], [-1.28, -1.50, 3.54], [-1.26, 3.90, -3.79], [2.74, -0.93, 2.70], [-0.29, -5.52, -4.29], [-0.32, 2.23, 1.30], [4.17, 2.76, -2.60], [-0.08, 0.30, 5.31], [-2.39, 2.53, 2.52], [-1.77, -2.20, 2.86], [4.17, 0.26, 0.93], [-0.06, -1.61, -2.19], [0.76, 2.36, 1.23], [2.43, -1.98, 2.67], [0.15, -1.38, 3.52], [-2.43, 1.52, 0.33], [-1.48, 0.19, 5.27], [-2.10, 0.80, 5.92], [1.71, -0.05, 0.70], [3.64, 0.75, 0.11], [-1.19, -1.29, -0.34], [2.88, -2.44, 1.78], [0.38, 1.00, 6.01], [-1.44, 1.11, -3.71]], "lowdin_charge": [0.127, 0.125, -0.291, 0.029, -0.238, -0.289, 0.110, -0.002, 0.132, -0.182, -0.069, -0.086, 0.118, 0.110, -0.058, 0.110, 0.002, -0.047, -0.037, -0.043, -0.290, -0.105, -0.061, 0.124, 0.086, -0.079, 0.135, 1.039, 0.114, 0.074, 0.078, 0.112, -0.072, 0.102, 0.124, 0.108, 0.107, 0.109, -0.136, -0.092, -0.068, 0.111, 0.107, 0.038, -0.072, 0.083, 0.080, -0.070, 0.113, -0.039, -0.091, 0.120, 0.096, -0.598, 0.102, -0.023, -0.160, -0.072, -0.011, 0.129, 0.080, -0.077, 0.052, 0.108, 0.124, -0.059]}


[3]
{"formula": "C31H33AsBaN2O2P", "method": "ωB97M-V/def2-TZVPD", "total_charge": 1, "relative_energy_ev": 0.688, "elements": ["C", "H", "C", "O", "C", "H", "H", "C", "C", "C", "C", "H", "H", "H", "H", "C", "Ba", "As", "H", "H", "H", "C", "H", "H", "C", "C", "C", "C", "H", "C", "C", "C", "H", "C", "C", "H", "H", "C", "C", "H", "C", "C", "H", "C", "C", "O", "H", "H", "H", "H", "H", "C", "H", "H", "H", "C", "C", "H", "C", "H", "C", "H", "H", "C", "H", "H", "N", "P", "C", "H", "N"], "positions_angstrom": [[-4.21, -0.13, 1.64], [-6.22, -3.38, 1.16], [-0.07, -3.07, 2.79], [-3.44, 2.07, 1.06], [-5.66, -2.47, 1.29], [-1.18, -2.52, -2.47], [-1.25, 5.78, -3.88], [-0.13, -3.08, 0.01], [-6.18, -1.44, 2.06], [-3.68, -1.16, 0.86], [6.63, -1.40, 0.34], [-3.87, 0.65, -1.34], [3.81, -0.04, 3.37], [3.74, -2.34, 1.82], [3.26, 3.03, 2.50], [-2.46, -0.96, -1.71], [-1.02, 1.92, 1.19], [1.97, 0.94, 1.92], [-5.87, 0.53, 2.85], [0.78, 7.03, -2.80], [6.13, -2.94, 1.74], [0.22, 4.19, -1.61], [-1.90, -2.31, -4.77], [-7.15, -1.55, 2.53], [-3.28, -0.72, -4.38], [0.76, -3.95, 2.08], [0.72, -3.94, 0.70], [1.26, 6.07, -2.68], [2.24, -0.82, 3.70], [-4.42, -2.33, 0.69], [-3.83, 0.11, -3.40], [-1.92, -1.78, -2.70], [1.36, -4.61, 0.14], [-0.91, -2.22, 2.11], [3.93, -0.71, 0.44], [1.85, -1.21, 0.69], [-1.55, -1.55, 2.69], [4.42, -1.77, 1.20], [-3.43, 1.12, 1.90], [-0.10, -3.10, -1.07], [-0.97, -2.21, 0.71], [5.76, -2.11, 1.15], [4.30, 1.87, 1.63], [-5.46, -0.27, 2.24], [-3.42, -0.01, -2.08], [-2.56, 1.11, 2.82], [3.12, 2.88, 0.74], [7.68, -1.67, 0.30], [1.42, -4.62, 2.61], [4.44, 0.81, -0.99], [2.15, 0.12, -0.42], [2.48, -0.33, 0.52], [1.94, 5.88, -3.52], [-3.61, -0.63, -5.41], [-4.02, -3.14, 0.09], [-0.71, 4.85, -3.72], [6.16, -0.35, -0.43], [-1.41, 4.06, -3.47], [-2.33, -1.66, -4.02], [1.83, 6.06, -1.75], [3.31, 2.34, 1.66], [2.58, 0.80, 4.34], [-0.06, -3.06, 3.87], [4.81, -0.01, -0.38], [6.83, 0.20, -1.07], [-4.58, 0.84, -3.66], [0.24, 5.02, -2.62], [-2.03, -0.90, 0.05], [2.74, 0.13, 3.50], [-0.17, 4.58, -4.63], [0.20, 3.46, -0.71]], "lowdin_charge": [-0.164, 0.110, -0.074, -0.242, -0.063, 0.076, 0.097, -0.090, -0.055, -0.294, -0.083, 0.101, 0.032, 0.107, 0.028, -0.365, 1.787, 0.995, 0.127, 0.096, 0.107, -0.292, 0.109, 0.112, -0.076, -0.080, -0.079, -0.011, 0.019, -0.065, -0.073, -0.079, 0.112, -0.108, -0.313, 0.048, 0.104, -0.060, -0.790, 0.081, -0.372, -0.073, 0.028, -0.007, -0.102, -0.269, 0.014, 0.105, 0.109, 0.112, 0.073, -0.344, 0.096, 0.108, 0.117, -0.010, -0.076, 0.094, -0.074, 0.095, -0.308, 0.028, 0.112, -0.066, 0.106, 0.109, -0.191, 1.027, -0.306, 0.097, -0.021]}